ORCA calculation (ωB97M-V/def2-TZVPD) on a 7-piece molecular cluster, C16H46O12 overall.

Calculated values
SMILES string = CC(C)O.CC(C)O.OCCO.OCCO.OCCO.OCCO.OCCO
DFT total energy = -41895.828 eV
ΔE to the lowest compared entry with this formula, charge and spin = 209.62 kcal per mole
maximum force = 0.1572 Eh/bohr
LUMO level = 0.21 eV
multiplicity = 1

```
74
Properties=species:S:1:pos:R:3:forces:R:3:mulliken_charge:R:1
C 3.593284 3.338162 3.936486 1.4 -2.6 3.1 -1.4529
C 2.566284 2.257162 4.111486 -1.4 0.9 0.8 1.9237
C 2.866284 1.303162 5.254486 0.4 3.2 1.9 -1.5915
O 1.292284 2.882162 4.445486 -1.4 -0.5 -2.1 -0.6695
H 4.514284 2.840162 3.654486 0.5 0.0 0.1 0.3239
H 3.737284 3.822162 4.910486 0.2 -0.1 -0.1 0.3425
H 3.451284 4.082162 3.281486 -1.3 2.4 -2.7 0.4310
H 2.395284 1.763162 3.194486 0.1 -1.0 -1.1 -0.6717
H 2.980284 1.959162 6.208486 0.0 -1.1 -1.5 0.2603
H 3.643284 0.611162 5.237486 2.2 -0.6 -0.7 0.3948
H 2.090284 0.664162 5.464486 -2.5 -1.1 0.2 0.4416
H 0.656284 2.749162 3.636486 1.9 0.3 2.2 0.4929
C -0.280716 0.685162 -4.648514 2.3 -1.1 -0.5 -0.9216
C -1.659716 0.108162 -4.989514 -0.4 -2.4 3.9 1.0447
C -2.395716 0.858162 -6.056514 -4.6 0.4 2.4 -1.4089
O -1.545716 -1.286838 -5.431514 1.3 -1.4 2.7 -0.5963
H 0.355284 0.069162 -3.806514 -1.9 1.4 -2.0 0.0949
H -0.403716 1.721162 -4.274514 0.3 -0.5 -0.3 0.2707
H 0.383284 0.637162 -5.646514 -1.4 0.4 2.2 0.2830
H -2.241716 -0.035838 -3.878514 1.1 1.1 -3.0 -0.1820
H -2.519716 1.958162 -5.885514 0.5 -1.0 -0.3 0.2847
H -3.490716 0.430162 -6.297514 1.7 0.8 1.7 0.2822
H -2.132716 0.578162 -6.980514 2.5 -0.3 -3.5 0.4917
H -1.173716 -1.898838 -4.613514 -1.4 2.7 -3.1 0.3478
O -3.908716 1.596162 -2.206514 3.9 -2.5 -2.9 -0.3949
C -4.880716 2.071162 -1.475514 -2.8 3.8 1.7 -0.4416
C -4.445716 2.112162 0.052486 -4.0 -1.2 -1.7 -0.3405
O -5.617716 2.418162 0.804486 4.9 6.1 2.0 -0.5911
H -4.310716 1.449162 -3.066514 0.9 -0.3 -0.4 0.2103
H -5.142716 3.064162 -1.962514 0.4 0.2 1.6 0.2975
H -5.817716 1.613162 -1.813514 -0.4 -1.0 1.6 0.3960
H -3.578716 2.708162 0.296486 -0.2 0.5 0.0 0.3209
H -4.393716 1.131162 0.425486 1.9 -1.9 -0.4 0.2542
H -6.340716 1.942162 0.684486 -4.4 -3.8 -1.4 0.2879
O 2.553284 -5.732838 1.286486 4.7 -3.1 0.7 -0.5764
C 2.255284 -4.499838 0.810486 -3.2 0.9 2.1 -0.3931
C 1.807284 -3.623838 1.954486 0.4 1.5 1.5 -0.2425
O 1.524284 -2.327838 1.362486 -0.2 -0.2 0.3 -0.2575
H 3.651284 -5.790838 1.375486 -4.7 0.1 -0.3 0.3735
H 3.072284 -4.110838 0.364486 2.3 1.9 -1.8 0.4027
H 1.357284 -4.362838 0.225486 -0.1 -1.3 -1.4 0.1974
H 2.715284 -3.579838 2.683486 -1.9 0.5 -0.8 0.2191
H 0.827284 -3.898838 2.493486 1.8 -0.4 -0.6 0.1971
H 0.673284 -2.395838 0.847486 1.0 0.3 0.3 0.2709
O -0.612716 -1.817838 -0.365514 1.3 3.4 -0.5 -0.5845
C -1.830716 -2.275838 0.142486 -2.9 -1.0 -1.4 -0.0948
C -1.696716 -3.820838 0.326486 1.8 0.9 -0.1 -0.2021
O -2.870716 -4.409838 0.895486 -0.5 0.2 -0.9 -0.5574
H -0.490716 -0.752838 -0.651514 -1.6 -4.1 1.2 0.1898
H -2.227716 -1.935838 1.123486 0.7 0.8 -0.5 0.2790
H -2.706716 -2.173838 -0.653514 1.6 0.2 1.6 0.1617
H -1.048716 -4.005838 1.244486 0.9 0.3 -2.1 -0.0045
H -1.264716 -4.100838 -0.806514 -1.4 -0.5 3.4 0.2394
H -2.835716 -4.157838 1.837486 -0.2 -0.3 -0.7 0.3433
O 0.369284 2.302162 1.741486 -0.2 -0.8 -1.1 -0.6847
C -0.417716 1.375162 0.999486 -1.2 -3.1 0.8 -0.1567
C -0.523716 1.761162 -0.476514 1.9 -4.6 0.5 -0.8956
O -1.347716 0.834162 -1.212514 2.3 0.5 1.3 -0.3517
H 1.232284 2.291162 1.279486 -0.1 0.3 0.4 0.1469
H -0.158716 0.162162 1.287486 -0.3 3.3 -1.1 -0.1149
H -1.505716 1.397162 1.239486 0.7 0.4 0.9 0.3725
H 0.417284 1.731162 -0.955514 1.6 -0.8 -0.6 0.4685
H -0.543716 2.761162 -0.420514 -2.3 4.1 -0.5 0.8833
H -2.159716 1.212162 -1.443514 -2.3 0.8 -0.8 0.0515
O 3.108284 1.939162 0.319486 1.6 2.0 -0.5 -0.5770
C 3.038284 0.569162 0.493486 -3.2 -1.0 0.3 0.3780
C 3.598284 -0.113838 -0.717514 1.4 -3.4 -1.8 -0.7486
O 3.340284 -1.537838 -0.670514 1.9 1.2 -2.9 -0.5659
H 4.025284 2.166162 -0.044514 -1.9 -0.3 0.9 0.3607
H 3.509284 0.242162 1.415486 0.6 -0.2 0.0 0.3122
H 1.820284 0.253162 0.791486 3.5 0.8 -1.5 0.0078
H 4.687284 -0.047838 -0.971514 0.4 0.3 2.2 0.2827
H 3.513284 0.076162 -1.801514 -2.5 1.2 0.4 0.3198
H 2.902284 -1.800838 0.084486 -1.8 -0.6 2.9 0.3352
```
Forces are in eV/Å.

ORCA calculation (ωB97M-V/def2-TZVPD) on a 14-piece molecular cluster, C16H47BN17O28 overall.

Calculated values
DFT total energy = -100647.170 eV
total charge = +1
maximum force = 0.1429 Eh/bohr
LUMO level = -3.76 eV
multiplicity = 1

```
109
Properties=species:S:1:pos:R:3:forces:R:3:mulliken_charge:R:1
N -0.836902 -0.028521 6.740599 -1.0 0.1 -1.1 -0.1391
C -1.731305 0.407622 5.794222 -0.6 0.6 -2.7 0.3145
N -3.177933 0.843417 5.872557 4.2 -0.1 -6.0 -0.5058
C -3.443675 1.200441 4.395001 5.4 -2.0 2.3 -0.0953
N -2.155157 0.960901 3.580653 -5.1 1.2 2.0 0.8653
C -2.141913 1.243106 2.095545 -1.5 0.4 -0.7 -0.4536
B -0.650425 1.305957 1.406552 2.2 0.0 -0.6 0.6447
O 0.178263 2.523266 1.701360 -1.6 -3.9 1.0 -0.6521
O -0.166073 0.169487 0.576733 -0.5 2.0 3.8 -0.1721
N -1.152128 0.465266 4.398140 -3.3 0.5 3.8 -0.1119
H -0.999820 0.122275 7.760665 0.3 -0.2 -1.3 0.2459
H 0.056782 -0.492543 6.395295 -1.6 1.0 1.0 0.0908
H -4.480583 1.589760 3.948752 2.8 -1.0 0.9 0.3439
H -2.621901 2.322833 1.952306 1.1 -2.3 0.5 -0.1270
H -2.887459 0.492653 1.588890 1.7 1.3 0.9 0.1956
H 0.207336 2.540738 2.719512 -0.3 0.7 -2.0 0.2788
H 0.139551 -0.510707 1.275772 -0.6 1.0 -2.0 0.1940
H -0.180512 0.174669 4.153414 -1.2 0.5 -0.2 0.1998
C 0.371850 -3.105022 -1.920963 0.2 0.3 -0.3 -0.5787
N 0.230968 -3.422188 -0.474173 -0.1 -0.3 0.7 0.8614
O 0.569114 -2.548136 0.332406 -0.5 -1.4 -0.6 -0.4709
O -0.215185 -4.539669 -0.189098 0.6 1.8 -0.1 -0.5340
H 0.773488 -2.094692 -2.023710 -0.1 -0.2 0.2 0.1257
H 1.055776 -3.837863 -2.353856 -0.2 0.0 0.1 0.3437
H -0.620571 -3.173078 -2.371412 0.2 -0.1 0.1 0.2389
C -3.384977 -2.704554 0.284407 0.0 0.1 0.3 -0.7025
N -3.217148 -2.243305 -1.120132 0.0 0.2 -1.1 0.7437
O -2.452365 -1.291614 -1.315763 -0.9 -1.3 0.0 -0.2955
O -3.857890 -2.849747 -1.986596 1.1 1.1 1.2 -0.5523
H -2.765934 -2.084484 0.936279 -0.1 -0.1 -0.3 0.0992
H -4.440977 -2.600017 0.541585 0.2 -0.2 -0.1 0.3533
H -3.066607 -3.748155 0.328817 -0.2 0.1 0.0 0.3335
C 2.390211 1.785319 -1.121564 0.1 0.3 0.3 -0.5485
N 3.001298 0.772680 -2.024216 0.4 -0.2 -0.5 1.0311
O 3.731155 1.189802 -2.930967 -1.0 -0.9 1.2 -0.5722
O 2.731048 -0.412386 -1.796915 0.5 1.4 -0.6 -0.5293
H 2.712668 2.779968 -1.436738 0.0 -0.3 -0.1 0.3493
H 1.305764 1.687581 -1.202979 0.6 -0.2 0.3 0.0687
H 2.733336 1.572221 -0.107025 -0.1 -0.1 -0.2 0.2490
C -5.984717 -1.575439 5.943962 -0.1 0.3 0.0 -0.5992
N -5.373631 -2.588078 5.041310 0.2 -1.1 -0.3 0.8334
O -4.643773 -2.170956 4.134559 -0.7 -0.6 0.9 -0.4828
O -5.643880 -3.773145 5.268611 0.6 2.0 -0.6 -0.4903
H -5.662261 -0.580790 5.628788 0.0 -0.3 0.1 0.1486
H -7.069164 -1.673177 5.862546 0.2 -0.1 0.1 0.3171
H -5.641592 -1.788536 6.958500 -0.2 0.0 -0.2 0.2752
C -2.009058 1.533487 -3.344915 0.1 -0.3 0.1 -0.4726
N -0.896538 2.514866 -3.231610 0.3 0.8 -0.3 0.8972
O 0.131603 2.140886 -2.655463 -1.4 0.9 -1.0 -0.5731
O -1.086825 3.632938 -3.724346 0.6 -1.7 1.0 -0.5377
H -1.704619 0.597975 -2.870813 -0.1 0.3 -0.1 0.1000
H -2.876766 1.958942 -2.836707 0.3 0.0 -0.3 0.1493
H -2.206619 1.380569 -4.407940 0.0 0.2 0.2 0.3454
C 1.287379 2.759821 7.916236 0.2 -0.1 -0.3 -0.4898
N 0.305558 2.571699 9.018180 -0.6 0.6 1.0 0.8639
O -0.263230 1.476066 9.088539 0.4 1.3 0.3 -0.5737
O 0.133661 3.529268 9.781461 0.2 -2.0 -1.3 -0.4864
H 1.336997 1.841882 7.326689 -0.1 0.2 0.2 0.1151
H 0.938989 3.593558 7.303282 0.1 -0.1 0.2 0.2420
H 2.255610 2.978591 8.371322 -0.2 0.1 -0.1 0.3072
C 3.899351 -0.879869 -5.431113 -0.2 0.2 0.0 -0.6447
N 3.749024 -2.331402 -5.721107 -0.4 -0.8 -0.4 0.8946
O 2.831277 -2.664954 -6.479634 1.4 0.2 1.2 -0.5118
O 4.556674 -3.094952 -5.179094 -1.1 0.8 -0.8 -0.5383
H 3.126172 -0.329663 -5.971582 0.2 -0.3 0.1 0.3055
H 3.786286 -0.745736 -4.353416 0.2 0.0 -0.2 0.2252
H 4.893573 -0.577950 -5.766975 -0.1 -0.1 0.2 0.2774
C 2.454438 -3.086589 4.514199 0.1 -0.3 -0.4 -0.7412
N 2.258726 -1.642377 4.813521 0.1 0.5 0.0 0.8788
O 2.147716 -0.874759 3.850549 -0.3 -0.5 1.5 -0.4992
O 2.222004 -1.320149 6.006796 -0.3 0.0 -1.6 -0.5415
H 2.466504 -3.224429 3.430920 0.0 0.2 0.3 0.2930
H 3.408388 -3.387489 4.951971 -0.2 0.1 0.1 0.2948
H 1.621633 -3.631963 4.963019 0.2 0.1 0.1 0.3185
C 7.045324 -3.908956 -7.156742 -0.3 -0.2 0.0 -0.5425
N 7.844298 -3.111084 -8.125601 0.6 0.5 -0.6 0.8487
O 7.589510 -3.258775 -9.326497 0.6 0.4 1.5 -0.5356
O 8.704650 -2.358985 -7.653136 -1.2 -1.0 -0.9 -0.5181
H 6.330375 -4.522520 -7.709034 0.2 0.2 0.0 0.2919
H 7.739874 -4.537109 -6.595290 -0.1 0.2 0.0 0.2962
H 6.525574 -3.207064 -6.501271 0.2 -0.2 0.0 0.1394
C -0.807431 6.314631 3.713494 -0.1 0.3 -0.1 -0.8647
N -0.957757 4.863097 3.423500 -0.3 -0.7 -0.3 0.8933
O -1.875505 4.529546 2.664973 1.6 0.0 1.5 -0.4889
O -0.150109 4.099548 3.965513 -1.2 0.7 -0.6 -0.5752
H -1.580610 6.864837 3.173025 0.2 -0.3 0.1 0.2622
H -0.920496 6.448764 4.791191 0.1 -0.1 -0.2 0.3183
H 0.186791 6.616550 3.377632 -0.1 -0.1 0.2 0.3317
C -6.246207 2.094478 -1.372160 -0.2 0.1 -0.3 -0.6731
N -4.980864 1.430186 -0.958311 0.5 -0.5 -0.3 0.9639
O -4.364360 0.797747 -1.823657 -0.9 0.9 1.7 -0.5321
O -4.642237 1.562484 0.223599 -0.1 -0.4 -1.4 -0.5266
H -6.419624 1.895324 -2.431831 0.2 -0.1 0.3 0.2872
H -7.051553 1.677058 -0.764391 0.2 0.2 0.0 0.3175
H -6.129184 3.165669 -1.195270 0.0 -0.2 0.1 0.2095
C 7.810304 -5.996160 -11.502540 0.2 0.3 0.1 -0.4713
N 6.780710 -6.927685 -10.967900 -0.7 -0.7 0.3 0.8407
O 6.282533 -6.651216 -9.870509 0.5 -0.6 -1.5 -0.4913
O 6.501674 -7.910122 -11.665065 0.3 1.4 1.2 -0.5275
H 7.954656 -5.181961 -10.789181 -0.2 -0.2 -0.1 0.1218
H 8.733719 -6.564430 -11.631304 -0.2 0.0 -0.1 0.2792
H 7.443647 -5.612243 -12.456797 0.1 -0.2 0.1 0.2681
C -3.320107 5.966059 0.524900 0.1 0.0 0.1 -0.4788
N -4.749874 6.163001 0.163480 -1.0 0.8 -0.2 0.8557
O -5.215135 7.301117 0.294259 0.5 -2.0 -0.3 -0.5080
O -5.364712 5.169448 -0.241377 0.6 1.3 0.5 -0.5655
H -2.906648 6.918678 0.862847 -0.2 -0.2 -0.1 0.2495
H -3.281639 5.223510 1.324490 -0.1 0.2 -0.5 0.1769
H -2.799646 5.615144 -0.368640 -0.1 0.0 0.2 0.3172
```
Forces are in eV/Å.

Which of these has the highest DFT total energy?
C16H46O12

Look up the maximum force of the first one.
0.1572 Eh/bohr

Among the records above, which one has the highest LUMO level?
C16H46O12

What is the formula in the first record?
C16H46O12